No. 1
# C9H13FSi

3 unconnected molecules or ions with the total composition C9H13FSi (the ωB97M-V functional and the def2-TZVPD basis, the OMol25 dataset).

Geometry (Å):
C (0.478319, -0.756438, -2.030028)
C (-0.523905, -0.737322, -1.020708)
C (1.749948, -1.068391, -1.695501)
C (-0.232621, -1.187966, 0.227406)
C (2.084862, -1.373832, -0.377515)
C (1.065477, -1.639435, 0.577058)
C (-3.539096, 0.647922, -0.543495)
C (1.938051, 1.989611, 0.859864)
C (-3.324047, 0.746461, 0.742351)
F (1.595823, -0.887245, 3.138213)
Si (1.335435, -2.291359, 2.345848)
H (0.427712, -0.448711, -3.049751)
H (-1.459216, -0.410808, -1.267191)
H (2.700414, -0.989469, -2.360119)
H (-1.081033, -1.139082, 0.845757)
H (3.092932, -1.457346, -0.249432)
H (2.248051, 1.242868, 0.296953)
H (-4.129493, -0.165428, -1.105753)
H (-3.240185, 1.479828, -1.196684)
H (0.895456, 1.895366, 1.281420)
H (2.600177, 1.949912, 1.659145)
H (2.087343, 3.025997, 0.450063)
H (-3.976294, 0.067717, 1.365446)
H (-2.794109, 1.507152, 1.106654)

Force components x, y, z for each atom (eV/Å):
C -0.59 0.32 0.32
C 3.09 -0.55 -2.03
C 3.28 0.21 0.42
C 1.09 -0.55 -0.46
C -3.47 -0.92 -0.16
C 0.60 1.40 -0.16
C -1.03 -0.18 -2.73
C -2.69 4.57 2.19
C -3.77 -3.92 -0.26
F -0.04 -0.22 -0.19
Si 0.07 0.25 -0.02
H -1.20 0.26 -0.56
H -2.28 0.78 -0.46
H -2.23 -0.02 0.61
H -0.70 -0.40 1.47
H 2.55 -0.66 1.16
H 0.77 -3.29 -3.31
H 0.81 1.28 1.37
H 0.40 -0.59 0.06
H 1.12 -0.10 -0.74
H 1.09 0.04 1.96
H -0.31 -1.18 -0.10
H 1.52 0.64 -0.14
H 1.91 2.83 1.77

The calculation puts the energy above the lowest of the compared OMol25 structures with the same formula, charge and spin at 387.6 kJ/mol. Its highest occupied orbital energy is -8.83 eV. The value obtained for the max |F| is 5.7 eV/Å. The lowest unoccupied orbital energy comes out at -0.387 eV. Its net charge is 0.

No. 2
# C36H87F2N10O11S2V

A molecular structure, C36H87F2N10O11S2V (the ωB97M-V functional and the def2-TZVPD basis, the OMol25 dataset).

Geometry (Å):
O (-4.414630, 0.955286, 0.957391)
V (-3.417804, 2.089418, 1.433552)
N (-1.731651, 0.903211, 1.059013)
S (-1.257629, -0.129493, -0.206177)
O (-0.954322, -1.508977, 0.044683)
O (-0.711466, 0.494939, -1.388156)
F (-2.802066, -0.205401, -0.763862)
S (-0.574459, 0.381992, 1.918984)
O (0.824039, 0.481134, 1.541601)
O (-0.979992, -0.714917, 2.776335)
F (-0.602148, 1.583896, 2.972514)
C (1.530563, -3.203651, -1.516230)
C (1.947387, -2.100509, -0.579267)
N (3.421744, -2.132091, -0.290634)
C (3.873158, -3.307327, 0.493513)
C (5.273868, -3.693330, 0.016867)
C (3.811180, -0.850345, 0.267512)
C (3.968677, 0.226224, -0.776132)
H (0.444249, -3.277161, -1.567392)
H (1.859429, -4.161494, -1.113138)
H (1.847143, -2.909644, -2.516947)
H (1.640772, -1.249533, -1.187474)
H (1.413534, -1.991820, 0.364819)
H (3.176047, -4.142536, 0.425875)
H (3.789084, -3.111677, 1.562508)
H (5.933621, -2.848010, 0.212413)
H (5.468958, -3.826444, -1.047236)
H (5.726683, -4.527707, 0.552479)
H (3.110420, -0.595068, 1.062426)
H (4.823015, -0.976531, 0.652683)
H (4.914132, 0.139732, -1.311622)
H (3.155233, 0.253581, -1.501150)
H (3.940867, 1.238347, -0.372490)
C (-2.302890, -2.679742, -3.266485)
C (-2.565699, -2.281945, -4.686514)
N (-2.170791, -0.904103, -5.078045)
C (-2.401513, -0.665084, -6.514631)
C (-1.707936, 0.682457, -6.971561)
C (-2.732886, 0.135770, -4.238717)
C (-4.240182, 0.290199, -4.250044)
H (-2.919149, -2.130272, -2.554870)
H (-1.293399, -2.433370, -2.937356)
H (-2.554992, -3.718709, -3.054093)
H (-2.155845, -2.994575, -5.402250)
H (-3.648696, -2.380543, -4.760578)
H (-1.842002, -1.436515, -7.043738)
H (-3.440130, -0.665650, -6.845328)
H (-0.658368, 0.639523, -6.680614)
H (-1.688746, 0.706805, -8.061122)
H (-2.151418, 1.619997, -6.636201)
H (-2.302936, 1.118438, -4.432630)
H (-2.292356, -0.002900, -3.251391)
H (-4.699244, -0.682043, -4.070822)
H (-4.527916, 0.533801, -5.272762)
H (-4.632876, 0.952370, -3.478408)
C (2.904271, 4.009353, -3.789344)
C (3.611366, 2.671810, -3.658618)
N (3.601765, 1.791563, -4.831128)
C (2.203110, 1.354117, -5.120598)
C (1.592863, 0.312817, -4.113679)
C (4.586651, 0.718640, -4.612045)
C (4.985647, 0.006192, -5.917593)
H (3.006416, 4.366229, -4.814188)
H (3.302524, 4.824204, -3.184770)
H (1.835349, 3.854239, -3.642869)
H (4.640871, 2.953231, -3.437205)
H (3.224159, 2.133775, -2.793339)
H (1.441882, 2.134271, -5.120662)
H (2.192333, 0.910431, -6.116148)
H (2.234017, -0.541141, -3.895076)
H (1.276992, 0.685780, -3.139398)
H (0.644568, -0.033852, -4.524372)
H (4.289846, -0.062201, -3.911827)
H (5.488665, 1.089093, -4.124965)
H (5.268685, 0.777747, -6.633613)
H (4.089213, -0.532599, -6.224522)
H (5.832345, -0.656216, -5.737572)
C (-1.246338, 4.675195, 2.200018)
O (-1.917291, 3.656642, 1.982495)
N (-1.444451, 5.851019, 1.644697)
C (-0.567473, 7.044144, 1.920294)
C (-2.448668, 5.976796, 0.593855)
H (-0.494511, 4.724986, 3.002812)
H (0.200919, 6.818538, 2.659738)
H (-1.072461, 7.964043, 2.215021)
H (-0.006108, 7.351862, 1.038094)
H (-2.760160, 5.109309, 0.012006)
H (-3.286821, 6.532999, 1.013681)
H (-1.942003, 6.598600, -0.144206)
C (-4.284399, -4.117105, 1.030173)
O (-4.771144, -4.951047, 0.300555)
N (-3.335206, -4.329535, 1.994497)
C (-2.770896, -5.619152, 2.381618)
C (-2.709531, -3.112210, 2.560293)
H (-4.577839, -3.056602, 0.992397)
H (-1.797189, -5.766819, 1.914505)
H (-3.413862, -6.499327, 2.381883)
H (-2.603454, -5.583616, 3.458094)
H (-2.661823, -3.197577, 3.645897)
H (-1.670138, -3.040005, 2.240033)
H (-3.246466, -2.168162, 2.467694)
C (1.202776, 0.660777, 6.805208)
O (0.040882, 0.811576, 6.462606)
N (2.251340, 1.177186, 6.130136)
C (3.592458, 0.850004, 6.412610)
C (1.947178, 1.928969, 4.869266)
H (1.509448, 0.088892, 7.694649)
H (4.316952, 1.614056, 6.130757)
H (3.793359, 0.011330, 5.746014)
H (3.835072, 0.514379, 7.420870)
H (2.604210, 2.795639, 4.942015)
H (2.245498, 1.506492, 3.909783)
H (0.938987, 2.321337, 4.736253)
C (1.925687, -4.769138, 5.521612)
O (2.778986, -5.581908, 5.228653)
N (1.345666, -3.952361, 4.666927)
C (0.489274, -2.834694, 5.179055)
C (1.733043, -3.955735, 3.242889)
H (1.620503, -4.665119, 6.574339)
H (-0.377212, -2.857600, 4.518177)
H (0.961833, -1.852776, 5.203934)
H (0.176312, -3.110334, 6.186119)
H (1.744570, -4.932392, 2.759035)
H (0.987590, -3.336431, 2.744023)
H (2.728337, -3.516685, 3.174167)
C (-3.094865, 0.737230, 4.672607)
O (-3.551259, 1.085527, 3.553830)
N (-3.609660, -0.222758, 5.473138)
C (-2.965770, -0.739360, 6.667396)
C (-4.677076, -1.067219, 4.936226)
H (-2.203298, 1.193564, 5.129843)
H (-3.584688, -1.006681, 7.523882)
H (-2.258107, 0.001055, 7.040365)
H (-2.413590, -1.633356, 6.377621)
H (-5.266864, -0.645651, 4.122259)
H (-4.299737, -2.049932, 4.653385)
H (-5.307829, -1.207545, 5.814031)
C (-2.851505, 2.955865, -1.921291)
O (-3.138477, 2.526051, -0.804135)
N (-1.685646, 3.464554, -2.373810)
C (-1.512809, 3.977759, -3.724308)
C (-0.477671, 3.511419, -1.516701)
H (-3.637694, 3.071728, -2.683324)
H (-0.917979, 3.226675, -4.244076)
H (-0.987852, 4.933016, -3.722735)
H (-2.440964, 3.844041, -4.279956)
H (-0.540023, 2.826083, -0.671403)
H (0.414645, 3.183572, -2.050004)
H (-0.327923, 4.500429, -1.083650)

Force components x, y, z for each atom (eV/Å):
O 1.35 2.90 1.30
V 0.12 -3.81 -1.19
N 0.99 -1.03 -3.23
S -5.06 -0.96 -7.43
O 0.11 1.69 1.09
O 0.86 0.16 2.23
F 0.93 -0.41 0.94
S 3.96 -0.17 9.71
O -2.11 -0.43 -1.47
O 0.55 0.75 -1.46
F -0.31 0.34 0.07
C -0.68 -0.38 0.74
C 1.08 0.07 -0.13
N -1.43 -0.18 -0.99
C -0.32 0.33 -0.93
C 0.85 0.53 0.68
C 0.83 -0.64 -0.05
C -0.48 0.78 -0.53
H -0.15 0.12 0.10
H 0.27 -0.18 -0.77
H 0.43 -0.71 0.03
H 0.65 0.81 0.49
H -0.33 -0.48 0.18
H -0.08 0.00 -0.67
H 0.75 0.36 0.25
H 0.12 0.18 0.33
H -0.97 -0.32 -0.12
H -0.25 -0.14 0.09
H 0.02 0.41 0.33
H -0.12 -0.07 0.64
H -0.08 -0.20 -0.09
H -0.01 -0.36 -0.13
H 0.17 0.03 0.46
C 0.50 0.52 1.13
C -0.92 0.61 -0.35
N -0.08 -0.26 -0.57
C 1.57 1.36 0.20
C -0.18 -1.17 -0.16
C 0.68 0.33 1.12
C -0.03 -1.11 -0.21
H -0.31 0.24 -0.17
H 0.32 -0.38 -0.17
H 0.30 -0.11 -0.33
H 0.30 0.18 0.03
H -0.42 -0.12 -0.53
H -0.31 -0.19 -0.08
H -0.28 -0.20 0.11
H 0.00 0.11 0.27
H -0.20 0.04 -0.08
H -0.16 -0.18 0.19
H 0.29 0.06 -0.84
H -0.56 -0.44 0.34
H -0.13 -0.05 0.18
H -0.37 0.54 0.19
H 0.06 0.28 -0.28
C -0.68 -0.24 -1.16
C 0.73 0.42 0.31
N -0.66 0.80 0.59
C 0.39 -1.62 1.04
C -0.08 0.14 -0.30
C 0.29 -0.67 -0.58
C -0.52 0.84 0.79
H 0.04 -0.04 -0.20
H -0.10 -0.38 0.44
H -0.15 0.45 0.22
H 0.23 -0.49 -0.03
H -0.02 -0.04 0.40
H 0.68 0.71 -0.23
H 0.01 -0.03 -0.01
H -0.01 -0.07 -0.29
H 0.34 0.57 0.11
H 0.02 -0.33 -0.27
H -0.60 -0.06 0.26
H -0.09 0.70 -0.22
H -0.08 -0.24 -0.25
H 0.34 -0.24 -0.54
H -0.20 -0.15 -0.10
C 0.17 0.84 1.27
O -1.19 -0.63 -0.52
N 0.48 0.17 -0.39
C 0.25 -0.43 -0.34
C 0.47 1.56 -0.52
H 0.07 -0.54 -0.27
H -0.35 -0.29 0.16
H -0.66 -0.49 0.25
H -0.15 -0.45 -0.37
H 0.22 -0.43 0.85
H -0.22 -0.13 -0.30
H -0.41 0.33 -0.20
C 0.33 -0.69 0.07
O 0.03 -0.02 0.23
N -0.74 1.26 -0.02
C 0.22 0.45 0.98
C 0.37 -1.23 0.87
H 0.01 0.10 -0.09
H -0.14 -0.36 -0.20
H -0.30 0.35 -1.20
H 0.42 0.43 0.20
H 0.10 -0.41 0.30
H -0.13 0.32 -0.28
H -0.12 -0.28 -0.96
C 0.35 0.24 -0.33
O -0.28 -0.21 0.25
N -2.72 1.09 -1.00
C 1.56 -1.26 -0.89
C 1.31 1.03 0.59
H -0.10 0.04 0.06
H -0.34 0.35 0.13
H 0.75 -0.29 0.06
H -0.59 0.22 0.12
H -0.01 0.33 -0.05
H -0.01 -1.00 0.29
H 0.00 -0.59 0.73
C 1.25 -1.03 0.94
O 0.12 -0.32 -0.23
N -1.25 1.73 -0.65
C 0.18 -1.70 -0.70
C -0.23 0.56 0.81
H -0.30 0.20 0.01
H -0.14 0.60 0.19
H 0.14 -0.07 -0.26
H -0.01 0.11 -0.01
H -0.03 -0.13 0.50
H 0.22 0.12 -0.23
H -0.09 0.01 -0.26
C 0.49 -0.40 1.26
O -0.13 0.30 -0.40
N -0.58 0.79 -2.41
C 1.32 0.34 0.05
C -0.52 -0.23 1.12
H -0.11 0.15 -0.31
H -0.74 0.23 -0.53
H 0.17 -0.08 -0.18
H 0.13 -0.07 0.12
H 0.42 0.26 0.15
H 0.15 0.08 -0.09
H -0.49 -0.28 -0.31
C 0.60 1.59 -1.55
O 0.14 0.14 1.74
N -0.02 -0.47 1.97
C 0.04 -1.78 -0.28
C -0.28 -0.45 0.39
H 0.01 -0.37 0.10
H 0.68 0.21 -0.08
H -0.54 0.06 -0.16
H -0.25 1.01 0.18
H -0.45 -0.03 -0.18
H -0.17 0.22 -0.30
H 0.02 0.26 -0.35

The calculation puts the energy above the lowest of the compared OMol25 structures with the same formula, charge and spin at 416.7 kJ/mol. The expectation value of S² is 0.809. Its highest occupied orbital energy (alpha / beta) is -9.61 / -9.61 eV. The value obtained for the max |F| is 10.5 eV/Å. As for the spin multiplicity: 2. The lowest unoccupied orbital energy (alpha / beta) comes out at -5.251 / -4.797 eV. Its net charge is +1.

No. 3
# C4H2S

A molecular structure, C4H2S (the ωB97M-V functional and the def2-TZVPD basis, the OMol25 dataset).

Geometry (Å):
C (-0.688977, 0.876636, 0.063991)
C (-1.968870, 0.967883, -0.005675)
C (0.686504, 0.460797, 0.037527)
C (0.523343, -0.859592, 0.018342)
S (-1.241707, -1.009241, 0.041432)
H (1.525413, 1.207828, -0.050052)
H (1.164291, -1.644314, -0.105566)

Force components x, y, z for each atom (eV/Å):
C 0.12 0.52 -0.06
C 0.90 -0.84 0.14
C 0.72 2.54 -0.19
C -1.87 1.51 0.02
S -0.52 -0.41 -0.01
H -0.84 -1.40 0.21
H 1.50 -1.93 -0.11

The calculation puts the energy above the lowest of the compared OMol25 structures with the same formula, charge and spin at 188.2 kJ/mol. Its highest occupied orbital energy is -9.51 eV. The value obtained for the max |F| is 2.6 eV/Å. The lowest unoccupied orbital energy comes out at -0.003 eV. Its net charge is 0.

No. 4
# C5H12O2

3 unconnected molecules or ions with the total composition C5H12O2 (the ωB97M-V functional and the def2-TZVPD basis, the OMol25 dataset).

Geometry (Å):
C (-0.968235, -1.426950, -2.365817)
C (-0.106215, -0.374159, -1.659823)
C (-0.285794, -0.585293, -0.182020)
O (0.335685, -1.425091, 0.435105)
H (-0.860154, -1.367155, -3.451689)
H (-0.664207, -2.425526, -2.037512)
H (-2.027039, -1.291067, -2.117699)
H (-0.407866, 0.639547, -1.947144)
H (0.950571, -0.514029, -1.907369)
H (-1.082661, 0.005446, 0.312823)
C (1.009814, 1.833044, 0.437331)
C (0.987113, 1.720505, 1.761860)
H (0.218096, 2.342724, -0.111639)
H (1.806419, 1.388896, -0.159036)
H (0.181093, 2.132141, 2.365611)
H (1.751451, 1.180116, 2.312074)
O (-0.035859, -0.534589, 3.076320)
H (0.172788, -0.978756, 2.235652)
H (-0.975001, -0.319804, 3.002970)

Force components x, y, z for each atom (eV/Å):
C -0.08 -0.10 -0.07
C 0.06 0.05 -0.02
C 0.16 -0.34 0.08
O -0.23 0.32 -0.24
H -0.02 0.03 0.14
H -0.08 0.12 -0.10
H 0.13 -0.05 -0.08
H 0.02 -0.17 0.08
H -0.14 -0.01 0.04
H 0.08 -0.11 -0.04
C 0.05 0.07 0.17
C 0.06 0.16 -0.22
H 0.18 0.00 0.14
H -0.11 0.14 0.14
H 0.17 0.00 -0.16
H -0.09 0.14 -0.14
O -0.36 -0.10 0.07
H -0.03 -0.04 0.08
H 0.23 -0.10 0.11

The calculation puts the energy above the lowest of the compared OMol25 structures with the same formula, charge and spin at 182.8 kJ/mol. Its highest occupied orbital energy is -9.86 eV. The value obtained for the max |F| is 0.5 eV/Å. The lowest unoccupied orbital energy comes out at 0.588 eV. Its net charge is 0.